Entry 1:
118
Properties=species:S:1:pos:R:3 method="wB97M-V/def2-TZVPD" orbital_gap_ha=0.1431 relative_energy_kcal_mol=9.4 total_charge=-1 homo_energy_ev=-3.261 lumo_energy_ha=0.02331
Li -1.48 0.00 -0.35
C 1.72 3.27 -6.38
C 1.51 2.47 -5.13
C 1.65 3.01 -3.91
C 1.59 2.23 -2.67
C 1.33 0.92 -2.73
C 0.98 0.25 -4.01
C 1.28 1.00 -5.32
S 1.22 -0.18 -1.29
O 1.12 -1.53 -1.88
C 2.98 0.00 -0.86
C 3.80 -0.56 -1.85
C 5.15 -0.42 -1.82
C 5.73 0.48 -0.89
C 7.10 0.81 -0.94
C 7.62 1.76 -0.11
C 6.78 2.44 0.79
C 5.46 2.09 0.90
C 4.90 1.06 0.11
C 3.51 0.66 0.24
C 2.93 0.92 1.61
C 3.82 0.56 2.70
C 4.78 -0.47 2.56
C 5.63 -0.79 3.59
C 5.57 -0.08 4.80
C 4.61 0.87 4.99
C 3.69 1.19 3.97
C 2.62 2.09 4.19
C 1.63 2.15 3.26
C 1.76 1.54 2.00
S 0.17 1.43 1.13
O -0.50 2.75 1.24
C -0.55 0.42 2.46
C -1.54 0.97 3.16
C -2.29 0.23 4.16
C -2.12 -1.09 4.31
C -2.99 -1.90 5.22
C -1.09 -1.84 3.50
C -0.02 -0.95 2.80
H 1.93 4.31 -6.16
H 0.84 3.21 -7.03
H 2.57 2.86 -6.94
H 1.88 4.06 -3.81
H 1.81 2.73 -1.74
H 1.36 -0.77 -4.03
H 2.11 0.60 -5.91
H 3.33 -1.17 -2.61
H 5.79 -0.93 -2.54
H 7.72 0.31 -1.67
H 8.67 2.01 -0.16
H 7.18 3.24 1.40
H 4.83 2.63 1.59
H 4.82 -1.03 1.64
H 6.34 -1.59 3.47
H 6.27 -0.32 5.60
H 4.53 1.40 5.93
H 2.56 2.63 5.12
H 0.72 2.71 3.45
H -1.85 1.99 2.95
H -3.06 0.75 4.70
H -4.02 -1.52 5.20
H -2.63 -1.83 6.25
H -2.99 -2.95 4.93
H -0.56 -2.52 4.17
H 0.86 -0.79 3.45
C 0.35 -4.10 2.20
C -1.02 -3.80 1.71
C -1.74 -2.63 2.36
C -0.96 -2.41 1.09
C 0.38 -1.83 1.60
C 1.13 -3.03 2.12
N -1.52 -1.92 -0.11
N -2.75 -2.41 -0.36
C -3.51 -1.71 -1.27
C -4.89 -1.63 -1.05
C -5.68 -0.80 -1.82
C -5.11 -0.03 -2.84
C -3.77 -0.16 -3.14
C -2.96 -1.04 -2.41
H 0.64 -5.07 2.57
H -1.62 -4.57 1.26
H -2.82 -2.64 2.31
H 0.95 -1.29 0.85
H 2.16 -2.94 2.47
H -5.31 -2.19 -0.23
H -6.74 -0.73 -1.61
H -5.73 0.63 -3.43
H -3.35 0.36 -4.00
Se -1.21 -3.28 -2.57
N -1.72 -1.46 -2.89
C -1.18 -1.11 -4.13
C -0.56 0.23 -4.38
C -0.12 0.53 -5.85
C 0.00 -0.72 -6.68
C -0.15 -1.95 -6.18
C -0.63 -2.19 -4.82
N -0.59 -3.37 -4.23
H -1.08 1.06 -3.91
H -0.70 1.30 -6.37
H 0.26 -0.57 -7.72
H 0.02 -2.82 -6.79
N -2.87 1.59 -0.19
C -4.01 1.20 0.62
C -5.23 1.87 0.55
C -6.29 1.47 1.35
C -6.15 0.39 2.20
C -4.95 -0.30 2.25
C -3.88 0.11 1.47
S -7.39 -0.23 3.36
O -8.53 0.65 3.25
O -6.68 -0.16 4.64
O -7.62 -1.60 2.90
H -3.22 2.17 -0.95
H -2.28 2.20 0.37
H -5.34 2.71 -0.12
H -7.24 1.99 1.33
H -4.89 -1.15 2.91
H -2.95 -0.42 1.50

---

Entry 2:
15
Properties=species:S:1:pos:R:3 method="wB97M-V/def2-TZVPD" orbital_gap_ha=0.3121 relative_energy_kcal_mol=113.2 homo_energy_ev=-8.637 lumo_energy_ha=-0.00531
C -0.42 -0.59 -2.06
C 0.89 -0.70 -1.35
O 1.09 0.55 -0.79
C 0.90 0.72 0.55
N 1.12 1.79 1.16
C 0.23 -0.46 1.22
N -1.21 -0.22 1.21
H -1.16 -0.08 -1.42
H -0.78 -1.56 -2.38
H -0.25 0.06 -2.93
H 0.45 -1.36 0.62
H 1.51 2.51 0.55
H 0.67 -0.60 2.22
H -1.66 -0.80 1.91
H -1.39 0.74 1.48

---

Entry 3:
24
Properties=species:S:1:pos:R:3 method="wB97M-V/def2-TZVPD" orbital_gap_ha=0.4043 relative_energy_kcal_mol=27.7 homo_energy_ev=-10.160 lumo_energy_ha=0.03090 smiles="CO[C@@H](C)O.O=CO.CO"
C -2.30 1.88 0.97
O -2.49 0.48 0.94
C -1.31 -0.28 1.04
C -1.70 -1.71 1.35
O -0.58 -0.27 -0.17
H -1.77 2.24 0.09
H -1.75 2.18 1.87
H -3.30 2.31 0.99
H -0.67 0.14 1.84
H -2.33 -2.09 0.56
H -0.81 -2.33 1.43
H -2.25 -1.74 2.29
H -0.36 0.67 -0.41
O 0.60 1.94 -1.13
C 1.47 1.47 -1.84
O 1.30 0.44 -2.64
H 2.43 1.97 -2.03
H 0.46 -0.02 -2.44
C 2.86 -1.41 -0.57
O 2.15 -0.29 -0.09
H 2.77 -2.26 0.12
H 2.51 -1.72 -1.56
H 3.90 -1.12 -0.64
H 1.18 -0.51 0.03

---

Entry 4:
10
Properties=species:S:1:pos:R:3 method="wB97M-V/def2-TZVPD" orbital_gap_ha="0.2693 / 0.3104" s_squared=2.01 relative_energy_kcal_mol=22.1 homo_energy_ev="-6.472 / -10.802" lumo_energy_ha="0.03148 / -0.08655" multiplicity=3
C 1.93 0.05 -0.18
O 2.33 -1.05 -0.20
Si -1.63 -0.75 0.22
Si 0.17 0.67 -0.08
H 2.81 1.13 0.05
H -1.36 -1.86 1.14
H -2.63 0.15 0.42
H -1.79 -1.64 -0.98
H -0.18 1.57 -1.20
H 0.34 1.73 0.80